1.
The molecule C7H8BrIO2Si at a distorted geometry, computed with wB97M-V/def2-TZVPD.

Each line ends with the Mulliken charge.
CARTESIAN COORDINATES (ANGSTROEM)
C: 1.4255 1.8470 2.4409  -0.6115
O: 1.7091 0.6787 1.7371  -0.1472
Si: 2.2069 0.3699 0.2542  0.3204
Br: 3.5189 1.9718 -0.5112  -0.2709
I: 3.5646 -1.6457 0.4960  -0.0914
O: 1.1148 0.2768 -0.9587  -0.2220
C: -0.1128 -0.3092 -1.0085  0.5885
C: -0.4737 -1.3241 -0.1218  -0.0003
C: -1.7399 -1.8140 -0.0915  -0.6192
C: -2.6922 -1.3183 -1.0323  -0.3507
C: -2.3447 -0.3359 -1.8897  -0.4214
C: -1.0229 0.1936 -1.9090  -0.3246
H: 0.4081 1.7357 2.5633  0.2835
H: 1.6445 2.8632 1.8223  0.2451
H: 1.9433 1.9667 3.3888  0.2405
H: 0.2335 -1.8016 0.5871  0.1446
H: -2.0274 -2.6762 0.5063  0.3531
H: -3.7673 -1.7529 -1.0171  0.2577
H: -2.9758 0.0130 -2.6942  0.3457
H: -0.6125 1.0615 -2.5621  0.2800

The value obtained for the HOMO energy is -9.1 eV. The HOMO-LUMO gap comes out at 9.6 eV. As for the SMILES: CO[Si@@](Br)(I)Oc1ccccc1. The energy above the lowest of the compared OMol25 structures with the same formula, charge and spin is 0.00 kJ/mol. Its charge is 0.

---

2.
The ion C7H8BrN4O2 with charge +1 at a distorted geometry, computed with wB97M-V/def2-TZVPD.

Each line ends with the Mulliken charge.
CARTESIAN COORDINATES (ANGSTROEM)
H: 1.0910 1.3823 1.9283  0.2665
N: 0.9946 0.4464 2.3854  -0.5663
C: 0.3792 -0.4989 1.8662  0.2669
C: 0.2196 -1.8721 2.3889  -1.1694
N: -0.2560 -0.2952 0.4990  0.1817
C: -1.4445 0.3009 0.6303  0.0300
C: -1.9663 1.0496 -0.4166  -0.4181
Br: -3.6744 1.9882 -0.0486  -0.1228
C: -1.2483 1.3123 -1.5683  -0.0536
C: -0.0134 0.7187 -1.7477  -0.3364
N: 0.7853 1.0808 -2.8874  1.0247
O: 0.4158 2.0707 -3.5053  -0.5363
O: 1.6759 0.2890 -3.0290  -0.6472
C: 0.5153 -0.1786 -0.6565  0.7167
N: 1.6386 -0.8952 -0.7785  -0.3115
H: 0.5107 -1.7712 3.3854  0.4438
H: -0.8319 -2.1321 2.4112  0.3429
H: 0.6823 -2.6430 1.7473  0.3027
H: -2.0291 0.1407 1.4743  0.5237
H: -1.7005 1.9519 -2.3079  0.5718
H: 2.0617 -1.1021 -1.6972  0.2605
H: 2.1942 -1.3433 -0.0733  0.2297

The value obtained for the HOMO energy is -13.4 eV. The HOMO-LUMO gap comes out at 8.2 eV. As for the SMILES: [H]/N=C(/C)n1cc(Br)cc([N+](=O)[O-])c1=[NH2+]. The energy above the lowest of the compared OMol25 structures with the same formula, charge and spin is 0.00 kJ/mol. Its charge is +1.

---

3.
A cluster of 3 separate species, C7H8BrO2S2 in total at a distorted geometry, computed with wB97M-V/def2-TZVPD.

Each line ends with the Mulliken charge.
CARTESIAN COORDINATES (ANGSTROEM)
C: -1.1758 -0.9627 -0.8798  -0.8234
C: -0.4326 0.0164 -0.1122  1.2683
C: 3.6125 -1.6605 -0.0926  0.7075
C: -0.6333 -2.1759 -1.0945  -0.4173
C: 0.5221 -0.2752 0.7785  -0.5329
C: -2.5498 1.1348 0.7322  -0.9760
C: -1.1688 1.3363 -0.0175  -0.8825
O: 3.3800 -1.0437 -1.0021  -0.3402
O: 3.8699 -2.2262 0.8413  -0.3837
S: 0.7204 -2.6341 -0.1581  -0.4533
S: 1.7379 0.1810 1.7390  -0.4194
Br: 3.2565 2.6436 -0.3516  -0.2309
H: -2.1086 -0.5801 -1.2758  0.1859
H: -1.1030 -2.8998 -1.5731  0.5262
H: -2.8794 2.1211 1.0371  0.3795
H: -2.1709 0.6669 1.6743  0.2255
H: -3.1116 0.4595 0.0757  0.3148
H: -0.5018 2.1426 0.4326  0.3479
H: -1.5175 1.8584 -0.8966  0.3905
H: 2.2540 1.8978 0.1433  0.1136

The value obtained for the HOMO energy is -3.2 eV. The HOMO-LUMO gap comes out at 6.3 eV. The energy above the lowest of the compared OMol25 structures with the same formula, charge and spin is 249.52 kJ/mol. Its charge is -1.

---

4.
The molecule C7H8ClNSe2 at a distorted geometry, computed with wB97M-V/def2-TZVPD.

Each line ends with the Mulliken charge.
CARTESIAN COORDINATES (ANGSTROEM)
C: -2.7368 2.2539 -0.8580  -0.8588
Se: -2.1818 0.4669 -1.0106  0.0976
C: -0.3426 0.4393 -0.3735  0.0306
C: 0.4367 1.5592 -0.0855  0.0877
C: 1.7225 1.4689 0.2830  -0.7754
C: 2.1347 0.1527 0.5080  0.5800
Cl: 3.6847 -0.2545 1.2101  -0.2520
C: 1.4163 -0.9825 0.2415  -0.2395
Se: 1.9562 -2.6618 0.6337  0.1929
C: 0.2768 -3.5352 0.4098  -0.9432
N: -0.0784 -0.8438 -0.1594  -0.4518
H: -2.3964 2.6801 0.2035  0.2352
H: -2.1419 2.7496 -1.6675  0.2617
H: -3.8278 2.3799 -0.9575  0.3117
H: 0.0126 2.5258 -0.0956  0.3451
H: 2.3314 2.3789 0.4850  0.3686
H: 0.2979 -4.5106 0.1443  0.4244
H: -0.2798 -3.4648 1.3723  0.2745
H: -0.2842 -2.8019 -0.2837  0.3106

The value obtained for the HOMO energy is -8.0 eV. The HOMO-LUMO gap comes out at 8.1 eV. As for the SMILES: C[Se]c1ccc(Cl)c([Se]C)n1. Its charge is 0.

---

5.
A structure of composition C7H8ClO3S at a distorted geometry, computed with wB97M-V/def2-TZVPD.

Each line ends with the Mulliken charge.
CARTESIAN COORDINATES (ANGSTROEM)
C: 0.8812 -1.0580 1.3820  -0.2427
C: 1.2164 0.1533 1.7242  -0.6401
C: 0.4372 -1.5840 0.1205  -0.4311
C: 1.3213 1.2871 0.7694  -0.3881
C: -0.4371 -0.9267 -0.6030  0.3457
C: 0.4218 1.4911 -0.1647  0.0249
C: -0.7218 -1.5299 -1.9703  -1.4257
O: -2.1995 1.3862 -0.7781  -0.6602
O: -1.4033 0.6865 1.4856  -0.6311
O: -1.2577 3.0066 0.8332  -0.7047
S: -1.3120 1.6234 0.3611  1.1092
Cl: 0.5676 2.7911 -1.3197  -0.2313
H: 1.1648 -1.8880 2.1026  0.2394
H: 1.4281 0.4315 2.7088  0.4516
H: 0.9864 -2.4263 -0.3414  0.1523
H: 2.2598 1.8210 0.9343  0.3586
H: -1.0792 -0.2277 -0.2476  0.7054
H: -1.6790 -1.9559 -2.1493  0.2817
H: 0.0046 -2.2741 -2.0855  0.4182
H: -0.5996 -0.8073 -2.7622  0.2683

The value obtained for the HOMO energy is -5.2 eV. The HOMO-LUMO gap comes out at 8.7 eV. The energy above the lowest of the compared OMol25 structures with the same formula, charge and spin is 189.83 kJ/mol. Its charge is -1.

---

6.
A structure of composition C7H8F12GaN2O, computed with wB97M-V/def2-TZVPD.

Each line ends with the Mulliken charge.
CARTESIAN COORDINATES (ANGSTROEM)
C: 4.2821 0.7844 0.0941  -1.1574
Ga: 3.4020 0.5569 -1.6971  -0.0107
C: 3.1453 -1.4720 -2.0819  0.5765
F: 2.0229 -1.8378 -2.8018  -0.2735
F: 4.2001 -1.9726 -2.8250  -0.2946
F: 3.0994 -2.2998 -0.9743  -0.2838
C: 1.6273 1.6265 -1.9337  0.4284
F: 1.9580 2.8541 -2.4917  -0.3381
F: 0.7735 1.0258 -2.8685  -0.3249
C: 0.7126 1.9934 -0.7171  0.6643
F: 0.3728 3.3190 -0.7347  -0.3533
F: 1.3825 1.7880 0.4566  -0.2640
C: -0.6750 1.2785 -0.5787  0.5720
F: -1.2349 1.7517 0.5684  -0.3254
F: -1.4890 1.6374 -1.5947  -0.2811
C: -0.6652 -0.2850 -0.4645  0.7098
F: 0.5448 -0.7290 -0.1434  -0.2556
F: -1.0767 -0.8565 -1.5914  -0.2552
F: -1.5031 -0.6695 0.5225  -0.2981
H: 5.3448 0.5487 -0.0127  0.3574
H: 3.8729 0.1396 0.8773  0.3311
H: 4.2118 1.8183 0.4453  0.2950
H: 4.3618 1.0815 -2.8614  -0.2734
C: -5.0111 -1.7545 2.4963  0.6240
O: -5.4446 -2.3293 1.5147  -0.6366
N: -5.6695 -1.7880 3.7032  -0.3852
N: -3.8525 -1.0348 2.4914  -0.2870
H: -5.3367 -1.3268 4.5272  0.1601
H: -6.5232 -2.3099 3.7423  0.2223
H: -3.3339 -0.9778 1.6334  0.1975
H: -3.4997 -0.5606 3.2998  0.1595

The value obtained for the HOMO energy is -6.0 eV. The HOMO-LUMO gap comes out at 8.4 eV. The energy above the lowest of the compared OMol25 structures with the same formula, charge and spin is 0.00 kJ/mol. Its charge is -1.